[1]
23
Properties=species:S:1:pos:R:3 method="wB97M-V/def2-TZVPD" e_tot_ha=-458.88421 orbital_gap_ev=9.87 smiles="CN(C)CCNC=O.O" fmax_ha_per_bohr=0.026 total_charge=0 spin_multiplicity=1
C -2.313 -1.008 -0.674
N -1.305 -0.009 -0.429
C -1.731 1.293 -0.932
C 0.003 -0.441 -0.894
C 1.091 0.497 -0.389
N 0.963 0.624 1.081
C 2.033 0.858 1.897
O 1.936 1.229 3.041
H -2.051 -1.983 -0.255
H -2.534 -1.103 -1.749
H -3.245 -0.776 -0.160
H -2.706 1.479 -0.491
H -1.880 1.249 -2.022
H -1.047 2.065 -0.602
H 0.030 -0.451 -1.991
H 0.190 -1.436 -0.497
H 2.078 0.056 -0.541
H 0.970 1.475 -0.849
H 0.042 0.935 1.355
H 3.003 0.647 1.417
O 2.199 -2.096 1.419
H 1.449 -1.481 1.404
H 2.826 -1.622 0.863



[2]
13
Properties=species:S:1:pos:R:3 method="wB97M-V/def2-TZVPD" e_tot_ha=-286.50988 orbital_gap_ev=10.56 smiles="O=CC[C@@H]1CN1" fmax_ha_per_bohr=0.093 total_charge=0 spin_multiplicity=1
O 3.210 -0.049 0.008
C 2.031 0.393 -0.138
C 0.804 -0.574 -0.251
C -0.391 0.032 0.506
C -1.713 -0.433 -0.015
N -1.072 0.858 -0.500
H 1.883 1.601 -0.054
H 0.303 -0.675 -1.293
H 1.057 -1.551 0.168
H -0.213 0.521 1.542
H -1.840 -1.235 -0.743
H -2.542 -0.463 0.604
H -1.517 1.576 0.166



[3]
16
Properties=species:S:1:pos:R:3 method="wB97M-V/def2-TZVPD" e_tot_ha=-706.53604 orbital_gap_ev=7.72 fmax_ha_per_bohr=0.018 total_charge=-1 spin_multiplicity=1
S -2.822 0.515 0.508
C -1.975 0.044 -1.010
C -1.389 0.565 1.596
H -2.729 -0.036 -1.811
H -1.470 -0.931 -0.904
H -1.227 0.798 -1.305
H -0.893 -0.418 1.657
H -0.650 1.311 1.256
H -1.735 0.848 2.604
O 0.878 0.960 -0.410
O 0.569 -1.236 0.099
C 1.252 -0.234 -0.249
C 2.766 -0.499 -0.474
H 3.296 -0.352 0.482
H 2.943 -1.532 -0.819
H 3.186 0.197 -1.219



[4]
16
Properties=species:S:1:pos:R:3 method="wB97M-V/def2-TZVPD" e_tot_ha=-1102.17164 orbital_gap_ev="4.10 / 7.15" fmax_ha_per_bohr=0.081 total_charge=+3 s_squared=6.35 spin_multiplicity=5
C 0.037 -2.800 -0.211
C 1.170 -2.132 -0.069
O 1.162 -0.724 -0.129
C 2.235 -0.058 -0.617
O 3.241 -0.490 -1.055
O 1.827 1.227 -0.541
Pm -0.290 1.360 0.388
H 0.069 -3.884 -0.108
H -0.925 -2.310 -0.362
H 2.173 -2.547 -0.010
H -3.427 -2.161 2.799
H 2.447 1.886 -0.889
C -3.345 -1.141 3.211
C -2.822 -0.204 2.486
O -2.278 0.615 1.826
H -3.505 -0.964 4.276



[5]
16
Properties=species:S:1:pos:R:3 method="wB97M-V/def2-TZVPD" e_tot_ha=-458.08486 orbital_gap_ev=9.04 smiles="CC(=O)CO.O=CO" fmax_ha_per_bohr=0.104 total_charge=0 spin_multiplicity=1
C -2.412 0.626 0.144
C -1.625 -0.590 -0.240
O -2.065 -1.611 -0.670
C 0.008 -0.521 0.252
O 0.039 0.214 -0.949
H -1.819 1.532 0.023
H -3.298 0.695 -0.487
H -2.720 0.530 1.184
H 0.279 -1.573 0.237
H 0.070 0.090 1.147
H 0.941 -0.114 -1.478
O 2.403 -0.208 -1.139
C 2.503 -0.281 0.100
O 2.605 0.813 0.871
H 2.831 -1.173 0.639
H 2.259 1.571 0.367



[6]
49
Properties=species:S:1:pos:R:3 method="wB97M-V/def2-TZVPD" e_tot_ha=-2181.18172 orbital_gap_ev="7.02 / 5.81" fmax_ha_per_bohr=0.064 total_charge=+3 s_squared=3.81 spin_multiplicity=4
Re -0.508 0.177 0.192
N 2.696 1.322 -2.336
C 1.602 1.348 -1.567
N 1.037 0.191 -1.163
C 1.558 -1.034 -1.597
N 0.757 -2.037 -1.395
N -0.359 -1.581 -0.796
C -1.421 -2.337 -0.988
C -2.634 -1.583 -0.825
C -3.850 -2.198 -0.956
C -4.992 -1.386 -0.915
C -4.850 -0.003 -0.784
C -3.539 0.488 -0.602
N -2.412 -0.268 -0.581
C 2.736 -1.058 -2.424
C 3.396 -2.260 -2.664
C 4.597 -2.239 -3.311
C 5.058 -1.036 -3.866
C 4.493 0.203 -3.459
C 3.313 0.181 -2.787
H 2.965 2.264 -2.664
H 1.277 2.309 -1.218
H -1.279 -3.285 -1.497
H -3.951 -3.283 -1.224
H -6.017 -1.711 -1.031
H -5.679 0.640 -0.844
H -3.327 1.504 -0.300
H 3.094 -3.136 -2.048
H 5.166 -3.153 -3.479
H 6.031 -1.015 -4.408
H 4.982 1.093 -3.760
C -1.638 1.075 4.366
C -0.910 0.964 3.067
O -1.694 0.183 2.023
P -0.748 2.542 2.209
O -1.959 3.464 2.466
O 0.545 3.280 2.631
O -0.832 2.154 0.716
P 0.573 -0.111 2.989
O 1.768 0.528 3.814
O 0.108 -1.485 3.177
O 0.992 0.199 1.491
H -2.703 1.500 4.293
H -1.015 1.696 5.016
H -1.686 0.065 4.840
H -1.992 -0.668 2.351
H -1.951 3.965 3.286
H 1.205 3.529 1.982
H 1.997 0.006 4.577



[7]
35
Properties=species:S:1:pos:R:3 method="wB97M-V/def2-TZVPD" e_tot_ha=-4953.71671 orbital_gap_ev="7.17 / 3.71" fmax_ha_per_bohr=0.062 total_charge=+1 s_squared=0.75 spin_multiplicity=2
Cu -1.745 -2.793 3.428
Br -1.143 -0.700 1.998
C -3.316 1.783 -0.623
O -4.018 2.188 -1.531
N -2.338 2.501 0.017
N -3.288 0.469 -0.207
H -1.789 2.017 0.698
H -2.258 3.484 -0.177
H -3.862 -0.098 -0.812
H -2.762 0.153 0.592
C 2.267 0.118 4.700
O 1.344 -0.454 5.285
N 2.104 0.502 3.414
N 3.438 0.499 5.267
H 1.191 0.227 3.090
H 2.824 0.798 2.783
H 3.565 0.565 6.262
H 4.097 1.060 4.756
C 1.809 -2.055 -2.599
C 0.854 -1.438 -1.590
C -0.197 -0.446 -2.166
O 0.482 0.672 -2.621
C -0.377 1.656 -3.169
N 0.121 -2.539 -1.015
H 1.284 -2.562 -3.409
H 2.469 -2.789 -2.133
H 2.517 -1.291 -2.919
H 1.405 -0.853 -0.848
H -1.005 -0.282 -1.444
H -0.658 -0.979 -3.009
H -1.191 1.923 -2.485
H -1.000 1.372 -4.027
H 0.118 2.565 -3.498
H -0.427 -2.997 -1.748
H -0.516 -2.274 -0.257



[8]
216
Properties=species:S:1:pos:R:3 method="wB97M-V/def2-TZVPD" e_tot_ha=-4678.92510 orbital_gap_ev=6.34 smiles="O=C1c2ccccc2C(=O)c2ccccc21.O=C1c2ccccc2C(=O)c2ccccc21.O=C1c2ccccc2C(=O)c2ccccc21.CC1(C)CCCC(C)(C)N1O.CC1(C)CCCC(C)(C)N1O.CC1(C)CCCC(C)(C)N1O.CC1(C)CCCC(C)(C)N1O.NC(N)=O.NC(N)=O.NC(N)=O" fmax_ha_per_bohr=0.153 total_charge=0 spin_multiplicity=1
O -4.751 -0.096 -5.070
C -4.860 1.149 -4.998
C -3.587 1.957 -4.764
C -2.445 1.255 -4.369
C -1.264 1.966 -3.978
C -1.228 3.377 -3.989
C -2.404 4.098 -4.306
C -3.620 3.352 -4.592
C -4.858 4.122 -4.845
O -4.859 5.335 -4.922
C -6.111 3.360 -4.680
C -7.324 4.102 -4.539
C -8.543 3.462 -4.184
C -8.512 2.027 -4.009
C -7.310 1.359 -4.283
C -6.099 1.964 -4.686
H -2.588 0.186 -4.328
H -0.388 1.406 -3.687
H -0.369 3.957 -3.682
H -2.258 5.163 -4.200
H -7.571 5.147 -4.654
H -9.472 3.957 -3.941
H -9.406 1.646 -3.539
H -7.197 0.285 -4.244
O 5.222 0.128 -0.123
C 4.492 -0.337 0.754
C 3.013 -0.319 0.734
C 2.353 0.033 -0.459
C 0.891 -0.075 -0.589
C 0.166 -0.439 0.553
C 0.824 -0.656 1.747
C 2.294 -0.670 1.874
C 2.898 -1.140 3.148
O 2.157 -1.357 4.119
C 4.352 -1.543 3.091
C 4.981 -2.300 4.122
C 6.274 -2.609 4.069
C 6.974 -2.378 2.928
C 6.453 -1.603 1.904
C 5.059 -1.150 1.912
H 2.933 0.382 -1.300
H 0.443 0.132 -1.549
H -0.808 -0.863 0.358
H 0.351 -1.149 2.583
H 4.464 -2.549 5.037
H 6.652 -3.393 4.708
H 7.935 -2.828 2.728
H 7.002 -1.569 0.974
O 6.623 -1.257 -3.905
C 5.386 -1.147 -3.846
C 4.537 -2.205 -3.256
C 5.133 -3.429 -2.627
C 4.416 -4.460 -2.100
C 3.041 -4.341 -2.235
C 2.431 -3.209 -2.724
C 3.131 -2.172 -3.332
C 2.417 -0.967 -3.940
O 1.195 -1.048 -4.031
C 3.235 0.168 -4.311
C 2.649 1.433 -4.628
C 3.542 2.388 -5.116
C 4.915 2.225 -5.235
C 5.550 1.036 -4.917
C 4.690 0.062 -4.315
H 6.213 -3.437 -2.644
H 4.866 -5.331 -1.645
H 2.374 -5.046 -1.761
H 1.353 -3.196 -2.788
H 1.606 1.681 -4.497
H 3.128 3.362 -5.332
H 5.544 3.085 -5.410
H 6.585 1.000 -5.225
C -2.151 -3.094 5.716
C -3.331 -2.874 4.660
C -2.878 -2.868 3.194
C -3.992 -4.319 4.955
C -5.385 -4.443 4.391
C -6.314 -3.231 4.848
C -5.721 -1.841 4.560
C -5.829 -1.499 2.992
C -6.682 -0.955 5.513
N -4.289 -1.714 4.849
O -3.729 -0.466 4.770
H -2.450 -2.872 6.741
H -1.611 -4.027 5.552
H -1.371 -2.375 5.467
H -3.649 -3.255 2.529
H -2.407 -1.955 2.830
H -2.031 -3.533 3.027
H -3.379 -5.087 4.483
H -4.004 -4.582 6.013
H -5.552 -4.625 3.330
H -5.925 -5.253 4.881
H -6.377 -3.256 5.936
H -7.343 -3.359 4.512
H -6.429 -2.276 2.520
H -4.963 -1.589 2.336
H -6.539 -0.673 2.998
H -7.615 -1.441 5.797
H -6.966 0.006 5.084
H -6.265 -0.651 6.473
H -3.844 -0.281 3.835
C -3.762 1.463 -0.657
C -3.328 2.369 0.526
C -2.665 1.565 1.641
C -2.289 3.412 0.042
C -2.870 4.435 -0.977
C -3.989 5.133 -0.121
C -5.076 4.140 0.375
C -5.809 4.984 1.502
C -6.077 3.694 -0.594
N -4.458 3.085 1.139
O -5.207 2.312 1.971
H -3.201 0.544 -0.484
H -4.753 1.009 -0.652
H -3.448 1.913 -1.599
H -1.751 1.112 1.256
H -2.379 2.141 2.521
H -3.182 0.649 1.926
H -1.769 3.983 0.812
H -1.491 2.821 -0.408
H -2.134 5.165 -1.312
H -3.378 3.943 -1.807
H -4.600 5.718 -0.808
H -3.598 5.837 0.613
H -6.437 4.463 2.224
H -6.445 5.775 1.105
H -5.055 5.359 2.194
H -5.718 2.928 -1.282
H -6.200 4.551 -1.256
H -7.019 3.484 -0.087
H -5.553 1.757 1.268
C 8.949 0.092 -2.163
C 9.527 1.363 -1.442
C 10.506 0.712 -0.436
C 10.474 2.128 -2.585
C 10.521 3.644 -2.303
C 9.090 4.240 -2.246
C 7.957 3.347 -1.530
C 7.335 4.298 -0.498
C 6.966 2.884 -2.708
N 8.573 2.245 -0.789
O 7.739 1.610 0.014
H 8.622 0.231 -3.193
H 9.692 -0.706 -2.172
H 8.136 -0.368 -1.602
H 10.023 0.251 0.425
H 11.306 0.107 -0.863
H 11.086 1.503 0.040
H 11.477 1.701 -2.579
H 10.121 2.010 -3.610
H 11.073 3.930 -1.408
H 11.017 4.311 -3.009
H 8.784 4.385 -3.282
H 9.081 5.287 -1.946
H 7.213 5.230 -1.050
H 7.890 4.605 0.388
H 6.441 3.858 -0.058
H 7.428 2.113 -3.326
H 6.829 3.607 -3.512
H 5.989 2.605 -2.314
H 7.064 1.248 -0.564
C -3.694 -3.333 -3.647
C -3.222 -3.455 -2.181
C -1.692 -3.339 -2.232
C -3.798 -2.145 -1.495
C -5.255 -2.432 -0.915
C -5.442 -3.692 -0.113
C -4.872 -4.933 -0.823
C -4.980 -6.135 0.225
C -5.922 -5.293 -1.862
N -3.534 -4.666 -1.400
O -2.941 -5.754 -1.936
H -3.248 -2.476 -4.152
H -3.523 -4.038 -4.460
H -4.720 -2.967 -3.694
H -1.329 -4.215 -2.770
H -1.465 -2.413 -2.760
H -1.278 -3.314 -1.224
H -3.170 -1.807 -0.671
H -3.925 -1.278 -2.143
H -5.534 -1.601 -0.266
H -5.723 -2.380 -1.899
H -6.487 -3.904 0.114
H -5.049 -3.585 0.898
H -4.198 -6.188 0.983
H -4.750 -7.113 -0.198
H -5.976 -6.132 0.669
H -5.683 -6.099 -2.557
H -6.175 -4.428 -2.476
H -6.867 -5.571 -1.395
H -2.077 -5.657 -1.529
N -0.423 1.371 7.951
C 0.320 1.118 6.872
N 0.327 -0.028 6.371
O 0.872 2.033 6.334
H -0.593 2.271 8.377
H -0.779 0.562 8.439
H 0.735 -0.322 5.495
H -0.115 -0.722 6.958
N 2.591 3.438 -1.797
C 2.116 4.479 -2.383
N 1.737 5.264 -1.443
O 2.105 4.566 -3.569
H 2.946 3.627 -0.871
H 2.734 2.633 -2.391
H 2.032 4.908 -0.545
H 1.226 6.111 -1.645
N 5.037 -4.273 7.306
C 5.515 -3.136 7.590
N 4.468 -2.397 7.868
O 6.654 -2.761 7.612
H 5.722 -4.964 7.577
H 4.043 -4.454 7.312
H 3.580 -2.877 7.846
H 4.519 -1.412 8.086